--- P ---
Entry from the OMol25 dataset: a 2-piece molecular cluster, C4H10NOP overall (the ωB97M-V functional and the def2-TZVPD basis).

Spin multiplicity: 1
Lowest unoccupied orbital energy, eV: 0.614

CARTESIAN COORDINATES (ANGSTROEM)
1 C -1.164 -0.095 -1.529
2 C 1.851 -0.234 1.725
3 C 0.514 -0.888 -0.247
4 C 0.835 0.309 0.633
5 N -1.288 -0.840 -2.491
6 O -0.235 0.901 1.167
7 P -2.253 1.084 -0.705
8 H 2.727 -0.508 1.216
9 H 1.478 -1.096 2.390
10 H 2.178 0.560 2.368
11 H 1.220 -1.341 -0.918
12 H -0.186 -1.570 0.378
13 H 1.444 0.941 0.075
14 H -2.259 -0.951 -2.924
15 H -0.626 0.098 1.530
16 H -1.307 2.043 -0.731
17 H -2.931 1.587 -1.940

=====

--- Q ---
Entry from the OMol25 dataset: a 2-piece molecular cluster, C4H10NOP overall (the ωB97M-V functional and the def2-TZVPD basis).

Spin multiplicity: 1
Lowest unoccupied orbital energy (spin up / spin down), eV: -0.623 / -0.628

CARTESIAN COORDINATES (ANGSTROEM)
1 C 3.555 -0.713 0.483
2 C 0.879 2.135 0.111
3 C -3.176 -1.526 0.284
4 C 0.169 1.032 -0.694
5 N 2.460 -0.385 0.252
6 O 0.490 -1.823 -0.828
7 P 0.700 -0.727 0.125
8 H 4.581 -0.621 0.331
9 H -3.307 -2.415 1.030
10 H 0.634 1.879 1.076
11 H 1.857 2.157 -0.163
12 H 0.559 3.042 -0.246
13 H -3.794 -0.714 0.793
14 H -2.140 -1.335 0.553
15 H -3.224 -1.825 -0.712
16 H 0.611 0.867 -1.788
17 H -0.853 0.972 -0.608

=====

--- R ---
Entry from the OMol25 dataset: C4H10NOP in the gas phase (the ωB97M-V functional and the def2-TZVPD basis).

Spin multiplicity: 1
Lowest unoccupied orbital energy, eV: 0.883
SMILES: CC1(C)COPN1

CARTESIAN COORDINATES (ANGSTROEM)
1 C 0.820 -1.267 -0.200
2 C 0.115 0.040 0.120
3 C -1.419 -0.097 0.162
4 C 0.600 1.032 -1.004
5 O 1.838 1.621 -0.699
6 P 2.011 1.820 0.934
7 N 0.622 0.825 1.224
8 H 0.978 -2.029 0.614
9 H 1.807 -0.960 -0.285
10 H 0.262 -1.662 -1.060
11 H -1.759 -0.472 1.165
12 H -1.856 -0.541 -0.759
13 H -1.860 0.879 0.222
14 H 0.754 0.662 -2.082
15 H -0.281 1.723 -0.873
16 H 1.136 3.059 0.931
17 H 0.603 0.377 2.124

=====

Which one is the most stable? From the structures above, R.